*w*
2 unconnected molecules or ions with the total composition C5H11NO, computed with the ωB97M-V functional and the def2-TZVPD basis.

Values from the calculation:
Charge ... 0
M ... 101.1 Da
HOMO energy ... -7.58 eV
Lowest unoccupied orbital energy ... 1.042 eV
Frontier orbital gap ... 8.625 eV
Structure (SMILES) ... C/C=C/C=C/N.O

The geometry in XYZ format:
```
18
Properties=species:S:1:pos:R:3:lowdin_charge:R:1
C -2.791 -0.834 -0.968 -0.116
C -1.337 -0.522 -0.931 -0.201
C -0.393 -1.254 -0.326 -0.132
C 1.042 -0.895 -0.483 -0.137
C 2.036 -1.767 -0.308 -0.209
N 3.372 -1.580 -0.822 0.023
H -2.920 -1.640 -0.244 0.070
H -3.102 -0.977 -2.007 0.078
H -3.342 -0.027 -0.495 0.066
H -1.070 0.417 -1.446 0.107
H -0.654 -2.192 0.158 0.105
H 1.286 0.144 -0.716 0.107
H 1.892 -2.797 0.016 0.106
H 3.798 -2.461 -0.587 0.060
H 3.767 -0.680 -0.599 0.074
O -0.770 5.775 2.995 -0.054
H -0.092 6.362 3.338 0.031
H -0.723 4.927 3.424 0.022
```

---

*x*
2 unconnected molecules or ions with the total composition C5H11NO, computed with the ωB97M-V functional and the def2-TZVPD basis.

Values from the calculation:
Charge ... 0
M ... 101.1 Da
HOMO energy ... -9.20 eV
Lowest unoccupied orbital energy ... 0.852 eV
Frontier orbital gap ... 10.052 eV
Structure (SMILES) ... C=C/C=C/CN.O

The geometry in XYZ format:
```
18
Properties=species:S:1:pos:R:3:lowdin_charge:R:1
C 1.140 -1.684 -2.181 0.005
C 1.487 -0.912 -1.171 -0.194
C 0.763 0.301 -0.753 -0.129
C -0.523 0.333 -0.403 -0.131
C -1.349 1.530 -0.034 -0.273
N -1.392 1.761 1.420 -0.003
H 1.638 -2.588 -2.496 0.052
H 0.291 -1.477 -2.837 0.066
H 2.339 -1.198 -0.564 0.100
H 1.287 1.235 -0.893 0.107
H -0.950 -0.649 -0.213 0.111
H -0.944 2.444 -0.456 0.107
H -2.363 1.395 -0.403 0.104
H -1.697 0.942 1.923 0.053
H -0.495 2.079 1.750 0.065
O 0.624 -1.306 2.488 -0.064
H 0.245 -0.883 1.700 -0.009
H -0.100 -1.325 3.123 0.033
```

---

Verdict on stability: *w* comes out at the bottom.

---

*w*
2 unconnected molecules or ions with the total composition C5H11NO, computed with the ωB97M-V functional and the def2-TZVPD basis.

Values from the calculation:
Charge ... 0
M ... 101.1 Da
HOMO energy (alpha / beta) ... -7.51 / -7.51 eV
Lowest unoccupied orbital energy (alpha / beta) ... 0.885 / 0.885 eV
Frontier orbital gap (alpha / beta) ... 8.396 / 8.395 eV

The geometry in XYZ format:
```
18
Properties=species:S:1:pos:R:3:lowdin_charge:R:1
C 2.026 -0.278 -1.656 -0.059
C 1.498 -0.481 -0.252 -0.281
C 1.081 0.604 0.673 -0.057
N 0.129 -0.042 -0.014 -0.126
C -1.083 -0.213 -0.440 -0.062
C -2.159 0.735 -0.006 -0.248
O -2.636 0.485 1.307 -0.076
H 1.757 -1.107 -2.319 0.073
H 3.119 -0.215 -1.627 0.076
H 1.641 0.654 -2.083 0.081
H 1.753 -1.446 0.196 0.125
H 1.241 1.676 0.641 0.089
H 0.060 -0.777 2.608 0.019
H -1.286 -1.113 -1.011 0.121
H -0.456 -1.256 2.862 0.051
H -1.793 1.771 -0.099 0.118
H -3.027 0.632 -0.663 0.114
H -1.867 0.370 1.882 0.041
```

---

*x*
2 unconnected molecules or ions with the total composition C5H11NO, computed with the ωB97M-V functional and the def2-TZVPD basis.

Values from the calculation:
Charge ... 0
M ... 101.1 Da
HOMO energy ... -8.18 eV
Lowest unoccupied orbital energy ... 0.970 eV
Frontier orbital gap ... 9.155 eV
Structure (SMILES) ... C=CC/C=C/N.O

The geometry in XYZ format:
```
18
Properties=species:S:1:pos:R:3:lowdin_charge:R:1
C -1.133 -0.205 1.894 -0.035
C -1.410 -0.721 0.697 -0.192
C -1.672 0.047 -0.602 -0.183
C -0.381 -0.112 -1.408 -0.136
C 0.607 0.777 -1.332 -0.244
N 1.836 0.672 -2.016 0.035
H -1.173 -0.848 2.767 0.060
H -0.786 0.807 2.079 0.070
H -1.513 -1.806 0.632 0.105
H -2.573 -0.357 -1.048 0.104
H -1.681 1.082 -0.277 0.101
H -0.127 -1.132 -1.684 0.106
H 0.692 1.584 -0.607 0.119
H 2.623 0.700 -1.375 0.075
H 1.910 -0.219 -2.495 0.075
O 1.843 0.017 1.333 -0.069
H 2.030 -0.163 2.264 0.046
H 0.908 -0.123 1.177 -0.036
```

---

Verdict on stability: *w* comes out at the bottom.

---

*w*
A single C2H4N2O2S molecule, computed with the ωB97M-V functional and the def2-TZVPD basis.

Values from the calculation:
Charge ... 0
M ... 120.1 Da
HOMO energy ... -8.72 eV
Lowest unoccupied orbital energy ... 0.304 eV
Frontier orbital gap ... 9.024 eV
Structure (SMILES) ... NC(=S)ONC=O

The geometry in XYZ format:
```
11
Properties=species:S:1:pos:R:3:lowdin_charge:R:1
N 1.068 1.077 -0.225 0.062
C 1.370 -0.209 0.037 -0.933
S 2.974 -0.807 -0.307 0.540
O 0.407 -0.987 0.468 -0.082
N -0.879 -0.358 0.630 0.011
C -1.725 -0.529 -0.533 -0.227
O -2.979 -0.563 -0.471 0.007
H 1.843 1.781 -0.133 0.125
H 0.286 1.534 0.319 0.121
H -1.172 -0.225 1.703 0.227
H -1.193 -0.712 -1.489 0.149
```

---

*x*
A single C2H4N2O2S molecule, computed with the ωB97M-V functional and the def2-TZVPD basis.

Values from the calculation:
Charge ... 0
M ... 120.1 Da
HOMO energy ... -9.06 eV
Lowest unoccupied orbital energy ... 0.357 eV
Frontier orbital gap ... 9.414 eV
Structure (SMILES) ... O=CN(O)/C=N\S

The geometry in XYZ format:
```
11
Properties=species:S:1:pos:R:3:lowdin_charge:R:1
O 0.087 2.008 0.216 0.028
C 0.925 1.186 0.012 -0.229
N 0.435 -0.138 -0.387 -0.109
O 1.589 -0.903 -0.287 -0.105
C -0.564 -0.952 0.275 -0.311
N -1.780 -0.885 0.565 -0.306
S -2.741 0.278 -0.373 0.663
H 2.159 1.329 -0.006 0.203
H 1.627 -1.635 -0.982 0.152
H 0.053 -1.554 0.880 0.108
H -1.790 1.266 0.086 -0.095
```

---

Verdict on stability: *x* comes out at the bottom.

---

*w*
A single C5H7NO molecule, computed with the ωB97M-V functional and the def2-TZVPD basis.

Values from the calculation:
Charge ... 0
M ... 97.1 Da
HOMO energy ... -8.74 eV
Lowest unoccupied orbital energy ... 0.686 eV
Frontier orbital gap ... 9.431 eV
Structure (SMILES) ... CC1=CCON=C1

The geometry in XYZ format:
```
14
Properties=species:S:1:pos:R:3:lowdin_charge:R:1
C 1.424 0.738 0.220 -0.058
C 0.011 0.400 -0.081 -0.266
C -0.483 -0.860 0.026 -0.009
C -1.935 -1.136 -0.120 -0.161
O -2.743 0.003 0.251 -0.126
N -2.259 1.234 -0.062 0.024
C -0.999 1.467 -0.137 -0.113
H 2.001 1.179 -0.623 0.102
H 2.046 -0.121 0.283 0.066
H 1.561 1.265 1.063 0.043
H 0.330 -1.528 0.054 0.095
H -2.256 -1.491 -1.104 0.116
H -2.410 -1.846 0.606 0.136
H -0.579 2.542 -0.340 0.151
```

---

*x*
A single C5H7NO molecule, computed with the ωB97M-V functional and the def2-TZVPD basis.

Values from the calculation:
Charge ... 0
M ... 97.1 Da
HOMO energy ... -9.80 eV
Lowest unoccupied orbital energy ... 0.862 eV
Frontier orbital gap ... 10.662 eV
Structure (SMILES) ... C/C=C\CN=C=O

The geometry in XYZ format:
```
14
Properties=species:S:1:pos:R:3:lowdin_charge:R:1
C -0.078 -0.327 1.631 -0.094
C -0.176 0.972 0.887 -0.159
C 0.217 1.199 -0.366 -0.108
C 0.861 0.169 -1.269 -0.205
N -0.038 -0.869 -1.734 0.117
C -1.027 -1.427 -1.334 -0.336
O -1.989 -2.043 -1.052 0.139
H 0.458 -0.193 2.578 0.077
H -1.078 -0.702 1.879 0.083
H 0.436 -1.104 1.057 0.068
H -0.631 1.797 1.434 0.100
H 0.070 2.189 -0.793 0.097
H 1.703 -0.318 -0.762 0.115
H 1.272 0.657 -2.156 0.107
```

---

Verdict on stability: *w* comes out at the bottom.